A | 8
Properties=species:S:1:pos:R:3 method="wB97M-V/def2-TZVPD" e_lumo_ev=0.29 e_homo_ev=-10.551 charge=0 molar_mass_g_mol=73.051 spin_multiplicity=1
C 1.7251 -0.0497 -1.1035
C 2.5049 0.4278 -0.3630
N -1.8397 -0.2787 -0.0530
O -0.8678 -0.6575 0.5155
O -2.8665 0.0962 0.6923
H 0.8720 -0.3542 -1.6166
H 3.2680 0.9888 0.1845
H -2.7960 -0.1728 1.7438



B | 8
Properties=species:S:1:pos:R:3 method="wB97M-V/def2-TZVPD" e_lumo_ev=0.36 e_homo_ev=-10.614 charge=0 molar_mass_g_mol=73.051 spin_multiplicity=1
C -1.8075 -0.2719 -0.6865
C -2.0434 0.0822 0.4017
N 1.7999 -0.2096 -0.6061
O 0.9784 0.6583 -0.4447
O 2.6513 -0.4347 0.3487
H -1.5750 -0.3700 -1.6850
H -2.3523 0.5364 1.3718
H 2.3486 0.0093 1.3001



Going by the computed energies, the most stable comes first: A, B.



A | 8
Properties=species:S:1:pos:R:3 method="wB97M-V/def2-TZVPD" e_lumo_ev="-0.56 / -0.56" e_homo_ev="-9.533 / -9.535" charge=0 molar_mass_g_mol=73.051 spin_multiplicity=1
C -0.5055 -0.1907 0.6837
C 1.4097 0.1930 -0.4909
N 0.4213 -0.7500 -0.0672
O 0.6438 -1.9440 -0.4069
O 1.6381 1.2134 0.0894
H -1.4218 -0.5855 1.0317
H -0.2885 0.8429 0.8009
H 1.9181 -0.1519 -1.5106



B | 8
Properties=species:S:1:pos:R:3 method="wB97M-V/def2-TZVPD" e_lumo_ev=0.55 e_homo_ev=-9.908 charge=0 molar_mass_g_mol=73.051 spin_multiplicity=1
C 0.9855 0.1695 -1.1349
C 0.7924 -0.3855 1.2256
N 0.2391 0.0230 0.0239
O 2.1622 0.0304 -1.2200
O 1.9505 -0.5789 1.4151
H 0.3274 0.4282 -1.9883
H -0.7608 0.1363 -0.0312
H 0.0079 -0.5135 1.9979



C | 8
Properties=species:S:1:pos:R:3 method="wB97M-V/def2-TZVPD" e_lumo_ev=0.63 e_homo_ev=-9.321 charge=0 molar_mass_g_mol=73.051 spin_multiplicity=1
C 1.5258 0.0328 1.0929
C 0.5835 0.4606 0.0572
N 0.8282 -1.0649 0.0377
O 2.0580 -0.0855 2.1034
O -0.5751 1.0857 0.4075
H 0.8493 1.0165 -0.8486
H 0.1356 -1.5460 0.4952
H -1.0393 0.5585 0.9987



D | 8
Properties=species:S:1:pos:R:3 method="wB97M-V/def2-TZVPD" e_lumo_ev=0.63 e_homo_ev=-10.107 charge=0 molar_mass_g_mol=73.051 spin_multiplicity=1
C 0.8086 1.0766 0.1326
C -1.1999 -0.6800 0.1499
N 1.5264 0.3151 -0.3408
O 2.0674 -0.6486 -0.7139
O -1.8782 0.0884 -0.4538
H 0.2517 1.9692 0.2261
H -1.1412 -0.6128 1.3462
H -0.4349 -1.5077 -0.3463



Going by the computed energies, the most stable comes first: B, C, A, D.



A | 8
Properties=species:S:1:pos:R:3 method="wB97M-V/def2-TZVPD" e_lumo_ev="-2.36 / -2.26" e_homo_ev="-9.770 / -9.850" charge=0 molar_mass_g_mol=73.051 spin_multiplicity=1
C 0.8384 -0.3814 -0.0133
O 0.9562 1.0040 -0.1124
O -0.7680 1.1212 -0.3554
C -0.7017 -0.5570 -0.0229
N -1.6850 -1.1976 0.0756
H -1.1442 1.6609 0.3717
H 1.2711 -0.8926 -0.8783
H 1.2331 -0.7575 0.9351



B | 8
Properties=species:S:1:pos:R:3 method="wB97M-V/def2-TZVPD" e_lumo_ev="-0.15 / -0.15" e_homo_ev="-8.137 / -8.134" charge=0 molar_mass_g_mol=73.051 spin_multiplicity=1
C 1.0711 -0.4256 -0.0485
C 0.3748 0.8293 -0.0713
N -0.3899 -0.2339 -0.0559
O -2.4930 0.4737 -0.0005
O -1.6553 -0.6190 0.0416
H 1.4305 -0.9128 -0.9054
H 1.4100 -0.9270 0.7919
H 0.2518 1.8153 0.2480



C | 8
Properties=species:S:1:pos:R:3 method="wB97M-V/def2-TZVPD" e_lumo_ev=0.75 e_homo_ev=-10.437 charge=0 molar_mass_g_mol=73.051 spin_multiplicity=1
C 0.2686 -0.0155 -0.2992
C -1.0554 -0.2348 0.2184
N 1.3308 -0.6084 -0.5941
O 1.1511 1.3230 0.0529
O 2.2092 0.4197 -0.3757
H -0.8971 -1.2281 0.5594
H -1.1557 0.5051 0.9510
H -1.8515 -0.1610 -0.5128



Going by the computed energies, the most stable comes first: C, A, B.



A | 8
Properties=species:S:1:pos:R:3 method="wB97M-V/def2-TZVPD" e_lumo_ev=0.77 e_homo_ev=-10.342 charge=0 molar_mass_g_mol=73.051 spin_multiplicity=1
C 1.3384 0.4371 -0.5202
C -1.7183 -0.5335 0.1758
N 2.2497 0.5373 0.2736
O 0.7465 0.3542 -1.5137
O -0.7373 -0.5527 0.8514
H -1.8253 0.2931 -0.6879
H 2.4812 0.7519 1.2034
H -2.5350 -1.2873 0.2177



B | 8
Properties=species:S:1:pos:R:3 method="wB97M-V/def2-TZVPD" e_lumo_ev=-0.11 e_homo_ev=-10.073 charge=0 molar_mass_g_mol=73.051 spin_multiplicity=1
N -1.1155 -0.3352 0.3142
C -0.2116 0.4351 -0.3269
O -0.4430 1.4216 -0.9981
C 1.2305 -0.0451 -0.1427
O 1.5523 -0.8267 0.7154
H -2.0834 -0.0525 0.3230
H -0.7965 -1.0811 0.9138
H 1.9491 0.4116 -0.8464



C | 8
Properties=species:S:1:pos:R:3 method="wB97M-V/def2-TZVPD" e_lumo_ev=0.55 e_homo_ev=-9.032 charge=0 molar_mass_g_mol=73.051 spin_multiplicity=1
C 1.4888 -0.4201 0.3939
C -1.0782 0.0590 0.6116
N -0.1961 -0.3851 -0.4514
O 2.4553 0.0009 -0.0838
O -1.0580 -1.2896 0.1872
H 1.1437 -0.8127 1.3347
H -0.7367 0.3363 1.5474
H -2.0139 0.6716 0.3950



Going by the computed energies, the most stable comes first: B, A, C.



A | 14
Properties=species:S:1:pos:R:3 method="wB97M-V/def2-TZVPD" e_lumo_ev=-0.57 e_homo_ev=-8.719 charge=0 molar_mass_g_mol=146.240 spin_multiplicity=1
C -1.6625 -0.4418 -0.0461
C -0.7736 0.7063 0.5518
C 0.1383 1.4442 -0.4933
C 2.4141 -0.4245 0.3074
H -1.2689 -1.2907 -0.5016
H -1.3135 1.6416 1.0485
H -0.0731 0.3654 1.3752
H -0.4412 1.9396 -1.2128
H 3.1021 1.4343 0.5405
H 3.3763 -0.6383 0.8585
N 1.4460 1.6903 -0.5328
N 2.1624 0.8908 0.3947
S -3.2907 -0.1964 0.0307
S 1.4571 -1.6302 -0.2220



B | 14
Properties=species:S:1:pos:R:3 method="wB97M-V/def2-TZVPD" e_lumo_ev=0.49 e_homo_ev=-8.495 charge=0 molar_mass_g_mol=146.240 spin_multiplicity=1
C 0.5467 -1.0068 -0.0456
C 0.3234 -2.3164 0.0083
C 1.3592 1.4335 -0.0214
C -0.1700 1.2759 0.0040
H -2.2502 -0.8012 1.2158
H -0.6884 -2.6935 0.0835
H 1.1029 -3.0920 0.1724
H 1.6457 2.0133 -0.9530
H 1.6368 2.0518 0.8273
H -1.9697 2.0567 -0.0243
N -0.5324 -0.0488 -0.0548
N -0.9477 2.3054 0.0828
S -2.1903 -0.4969 -0.0863
S 2.0983 -0.2312 0.0120



Going by the computed energies, the most stable comes first: B, A.



A | 17
Properties=species:S:1:pos:R:3 method="wB97M-V/def2-TZVPD" e_lumo_ev=1.09 e_homo_ev=-9.104 charge=0 molar_mass_g_mol=121.130 spin_multiplicity=1
C 0.5773 -0.4890 1.4245
C 0.6177 -1.7560 0.6067
C 0.5449 -0.3656 -0.0214
C -1.2005 1.4330 -0.3761
C 1.7922 0.2003 -0.6575
N -0.8173 0.0752 -0.7796
F 2.9267 -0.4026 -0.2704
F 1.9344 1.4880 -0.2228
H -0.2897 -0.2138 2.0378
H 1.6529 -0.2702 1.7227
H 1.5071 -2.2811 0.8531
H -0.3176 -2.3797 0.6673
H -0.3912 2.2095 -0.7200
H -2.1298 1.8501 -0.8576
H -1.1969 1.4341 0.7026
H 1.8391 0.0676 -1.7187
H -0.6788 -0.1292 -1.8116



B | 17
Properties=species:S:1:pos:R:3 method="wB97M-V/def2-TZVPD" e_lumo_ev=0.92 e_homo_ev=-9.459 charge=0 molar_mass_g_mol=121.130 spin_multiplicity=1
C 0.9476 1.1754 -0.5326
C 1.7730 0.2977 0.3944
C -2.3221 -0.7495 -0.1957
C -0.2445 -1.8508 -0.2140
C 2.8188 -0.3569 -0.1260
N -1.2748 -1.5084 0.4667
F 3.0623 -0.5118 -1.4259
F 3.6217 -1.1185 0.6591
H 1.7092 1.9660 -0.6103
H 0.6276 0.6789 -1.3844
H 1.7276 0.3100 1.4689
H -2.5425 -1.0007 -1.3044
H -3.3608 -0.8942 0.2084
H -1.9882 0.2442 -0.2715
H 0.1449 -1.4404 -1.1623
H 0.4907 -2.4456 0.2716
H 0.0752 1.4963 0.1083



Going by the computed energies, the most stable comes first: A, B.



A | 9
Properties=species:S:1:pos:R:3 method="wB97M-V/def2-TZVPD" e_lumo_ev=-0.68 e_homo_ev=-8.757 charge=0 molar_mass_g_mol=139.056 spin_multiplicity=1
C -1.0578 1.3011 0.5330
N -2.0129 0.5943 0.0576
O -0.1648 -0.6867 1.9773
P 0.6630 0.5802 0.8086
P -0.8330 -2.0382 1.4427
S -2.1454 -1.1167 -0.0443
H -1.2079 2.3294 0.6824
H 0.8512 -0.2634 -0.3735
H 0.2514 -2.6664 0.6804



B | 9
Properties=species:S:1:pos:R:3 method="wB97M-V/def2-TZVPD" e_lumo_ev=-0.03 e_homo_ev=-8.707 charge=0 molar_mass_g_mol=139.056 spin_multiplicity=1
C 0.9820 -1.1481 0.0121
N 1.7459 -0.4935 0.7772
O -1.2624 -0.4709 1.4029
P -0.8546 -1.1560 -0.0620
P -0.6257 0.6309 2.4560
S 1.5634 0.2669 2.1987
H 1.4463 -1.6364 -0.7107
H -0.8176 0.0017 -0.7936
H -0.6385 1.6563 1.6337



C | 9
Properties=species:S:1:pos:R:3 method="wB97M-V/def2-TZVPD" e_lumo_ev="-1.65 / -1.65" e_homo_ev="-8.488 / -8.491" charge=0 molar_mass_g_mol=139.056 spin_multiplicity=1
C -0.6112 -0.9717 0.4776
N 0.5017 -1.5478 0.3674
O 0.2012 1.6304 0.7435
P -1.1322 0.8542 0.7560
P 1.6439 0.9407 -0.9608
S 1.9536 -0.8468 0.0813
H -1.4736 -1.5912 0.7939
H -1.9123 1.3323 -0.3809
H 0.8290 0.2000 -1.8781



D | 9
Properties=species:S:1:pos:R:3 method="wB97M-V/def2-TZVPD" e_lumo_ev=-0.82 e_homo_ev=-9.014 charge=0 molar_mass_g_mol=139.056 spin_multiplicity=1
C 0.6687 -1.0168 -0.7098
N -0.4735 -1.5167 -0.4024
O -0.1145 1.6057 -0.2813
P 1.1970 0.7902 -0.6337
P -1.7869 1.1514 0.6733
S -1.8692 -0.9320 0.2212
H 1.4102 -1.7926 -1.2693
H 1.9049 0.4352 0.6321
H -0.9368 1.2757 1.7700



Going by the computed energies, the most stable comes first: B, A, D, C.



A | 37
Properties=species:S:1:pos:R:3 method="wB97M-V/def2-TZVPD" e_lumo_ev=0.71 e_homo_ev=-7.869 charge=0 molar_mass_g_mol=232.327 spin_multiplicity=1
C 1.0348 0.2358 3.6178
C 0.9622 -1.4890 1.6636
C 1.4810 -0.3097 2.2790
C 1.6617 -1.6748 0.4424
C 2.5643 0.0630 1.5503
C -0.0362 -2.4161 1.9742
C -0.2152 -3.5315 1.1840
C 0.5249 -3.7253 0.0024
C 1.5406 -2.8454 -0.2935
N 2.7140 -0.7960 0.4923
H -0.5915 -2.2847 2.8980
H -0.9593 -4.2271 1.5502
H 0.0876 -4.4689 -0.6472
H 1.9482 0.5831 4.1013
H 0.7306 -0.5969 4.2307
H 3.2356 0.8819 1.7452
H 3.5256 -0.8170 -0.0995
H 2.3126 -3.0511 -1.0204
H 0.1878 0.9054 3.5075
C -0.7489 1.6064 -2.6122
C 0.6133 1.0939 -2.0920
C -2.7361 0.2330 -2.0812
C -1.3435 3.2737 -0.3229
C -2.2709 2.1649 -0.7398
O -3.4020 2.1159 -0.2925
N -1.8494 1.3086 -1.7197
H -0.5840 2.6746 -2.7242
H -0.9675 1.2155 -3.6036
H 1.1612 0.4634 -2.7841
H 0.4345 0.6235 -1.1234
H -2.2269 -0.6248 -2.5133
H -0.7963 3.4024 0.6148
H -2.0138 4.1408 -0.2672
H 1.3240 1.8937 -1.8698
H -3.2527 -0.1566 -1.2168
H -3.4827 0.5856 -2.7942
H -0.5675 3.5498 -1.0362



B | 37
Properties=species:S:1:pos:R:3 method="wB97M-V/def2-TZVPD" e_lumo_ev=0.64 e_homo_ev=-8.081 charge=0 molar_mass_g_mol=232.327 spin_multiplicity=1
C 1.6109 -2.6775 1.6028
C -0.6038 -1.3343 1.8897
C 0.1690 -2.4213 1.3115
C -1.8058 -1.2744 1.1259
C -0.5064 -2.8536 0.1929
C -0.4665 -0.4365 2.9585
C -1.3371 0.6342 3.0496
C -2.5651 0.6586 2.3264
C -2.7429 -0.2644 1.3477
N -1.7341 -2.2183 0.1360
H 0.3976 -0.4545 3.6048
H -1.2413 1.3809 3.8261
H -3.3758 1.2966 2.6795
H 1.8153 -3.2619 2.5618
H 2.1047 -1.7174 1.7193
H -0.0137 -3.3013 -0.6494
H -2.2935 -2.1696 -0.6965
H -3.6491 -0.2430 0.7452
H 2.0211 -3.4991 0.9811
C -0.3819 1.8182 -2.1264
C -0.9574 1.0092 -0.9358
C 1.3406 3.4601 -2.2022
C 1.9980 -0.2868 -1.9605
C 2.2004 1.2130 -2.2411
O 3.3119 1.6990 -2.3718
N 1.1042 2.0246 -2.1271
H -0.6779 1.2569 -3.1212
H -0.7862 2.8291 -2.1132
H -1.9575 0.7914 -1.1484
H -0.8586 1.5725 0.0228
H 2.3794 3.6661 -1.9847
H 2.2649 -0.8002 -2.9189
H 1.0834 -0.5696 -1.4837
H -0.3850 0.0583 -0.9362
H 1.1761 3.9633 -3.1242
H 0.8916 4.2604 -1.5187
H 2.9450 -0.5934 -1.4435



Going by the computed energies, the most stable comes first: A, B.